ORCA calculation (ωB97M-V/def2-TZVPD) on a molecular structure, C8H6Cl20NO3P in a non-equilibrium geometry.

Element x y z (Å)
1 C -0.8350 -3.5284 2.5322
2 C -0.9762 -4.8314 1.8257
3 O -0.2458 -5.2636 0.6240
4 C 0.1669 -4.1316 -0.2204
5 O -0.6384 -3.2402 -0.8051
6 N 1.6812 -4.0123 -0.4913
7 P 2.4266 -2.7443 0.5189
8 O 3.9148 -3.2626 0.8507
9 H -1.1333 -2.4817 2.0808
10 H -0.4189 -3.5426 3.6470
11 H -1.7429 -5.6189 2.2861
12 H 2.1489 -4.9527 -0.3236
13 H 2.5532 -1.5322 -0.3004
14 H 1.7642 -2.5003 1.7777
15 C 1.1949 1.9014 -0.5902
16 Cl 0.3210 1.5060 -2.0917
17 Cl 2.5271 3.0263 -0.9570
18 Cl 0.0743 2.6648 0.5657
19 Cl 1.8571 0.4086 0.1223
20 C -1.8179 5.5513 -1.3294
21 Cl -3.3130 5.6265 -2.2954
22 Cl -0.8123 6.9799 -1.6792
23 Cl -2.2311 5.5259 0.4036
24 Cl -0.9150 4.0729 -1.7464
25 C 2.9217 7.5127 -0.1947
26 Cl 2.7367 8.5940 -1.5987
27 Cl 2.7205 8.4499 1.3073
28 Cl 1.6858 6.2313 -0.2651
29 Cl 4.5437 6.7758 -0.2222
30 C -2.8948 -0.3216 3.8890
31 Cl -4.3899 -0.2464 2.9229
32 Cl -1.8891 1.1071 3.5392
33 Cl -3.3080 -0.3470 5.6219
34 Cl -1.9919 -1.8000 3.4720
35 C -1.1370 -4.3153 -4.5752
36 Cl -2.8263 -4.1773 -4.0260
37 Cl -0.3205 -2.7430 -4.3857
38 Cl -0.2935 -5.5440 -3.5988
39 Cl -1.1076 -4.7969 -6.2904

Charge: 0
Spin multiplicity: 1

Taken from the Löwdin analysis, the atomic charges in e are: -0.265, -0.069, -0.056, -0.373, -0.016, -0.092, 0.734, -0.518, -0.030, 0.089, 0.153, 0.118, -0.071, 0.023, -1.957, 0.511, 0.520, 0.470, 0.542, -1.969, 0.526, 0.482, 0.517, 0.445, -1.991, 0.515, 0.519, 0.447, 0.515, -1.947, 0.523, 0.507, 0.517, 0.646, -2.011, 0.513, 0.511, 0.515, 0.510



ORCA calculation (ωB97M-V/def2-TZVPD) on a molecular structure, C6H10O.

Element x y z (Å)
1 C -1.8274 -0.3747 0.1296
2 C -0.3798 -0.2833 0.6196
3 C 0.5483 -1.3222 -0.0385
4 C 1.2908 -0.5314 -1.0875
5 C 1.1103 0.7841 -0.9654
6 C 0.1921 1.0721 0.1698
7 O -0.4988 2.1906 0.2831
8 H -1.8737 -0.3492 -0.9649
9 H -2.2876 -1.3089 0.4708
10 H -2.4053 0.4711 0.5111
11 H -0.3704 -0.3447 1.7105
12 H -0.0069 -2.1601 -0.4771
13 H 1.2562 -1.7530 0.6830
14 H 1.9209 -1.0074 -1.8355
15 H 1.5452 1.5795 -1.5603
16 H 1.2407 1.3167 1.2702
17 H 0.5454 2.0209 1.0814

Charge: 0
Energy above the lowest of the compared OMol25 structures with the same formula, charge and spin, eV: 3.832
Spin multiplicity: 1

Taken from the Löwdin analysis, the atomic charges in e are: -0.054, -0.303, -0.145, -0.050, -0.023, -0.512, -0.117, 0.093, 0.082, 0.080, 0.142, 0.116, 0.120, 0.111, 0.120, 0.172, 0.166



ORCA calculation (ωB97M-V/def2-TZVPD) on a molecular structure, C19H46CdF3O7 in a non-equilibrium geometry.

Element x y z (Å)
1 Cd 9.2967 5.5942 21.2524
2 C 7.8647 8.4085 19.9688
3 O 7.8522 8.4655 18.5636
4 O 8.7790 7.5029 20.3754
5 C 8.0718 9.8098 20.5865
6 F 7.0561 10.6084 20.2867
7 F 8.1350 9.7362 21.9409
8 F 9.2202 10.4014 20.2474
9 C 6.6373 8.8592 17.9550
10 C 5.9025 7.6949 17.2619
11 H 6.6390 7.2457 16.5978
12 H 5.4862 7.0096 18.0058
13 H 5.0466 7.9974 16.6595
14 H 6.9436 9.5098 17.1266
15 H 5.9531 9.4861 18.5250
16 H 6.8773 8.0942 20.3599
17 C 7.3387 7.6132 24.0001
18 C 8.8509 7.4586 23.9483
19 C 9.5125 7.6931 25.2971
20 O 9.2417 6.1113 23.5129
21 H 6.9462 6.9303 23.2424
22 H 6.9781 8.6050 23.7509
23 H 6.9094 7.2785 24.9470
24 H 9.2579 8.1130 23.1767
25 H 9.5881 8.7332 25.6108
26 H 10.4997 7.2358 25.4027
27 H 8.9313 7.2021 26.0899
28 H 9.1997 5.5858 24.3239
29 C 11.9052 2.1485 22.3472
30 C 10.8340 2.5720 21.3321
31 C 10.0074 1.4183 20.8830
32 O 9.9968 3.5948 21.9366
33 H 11.6472 2.3379 23.3980
34 H 12.8568 2.6770 22.2586
35 H 12.1698 1.0892 22.3500
36 H 11.4249 3.0232 20.5373
37 H 9.2108 1.6334 20.1742
38 H 9.5425 0.9090 21.7370
39 H 10.6062 0.6071 20.4593
40 H 9.8472 3.3188 22.8488
41 C 8.6664 4.7589 17.1168
42 C 9.5237 4.2192 18.2498
43 C 10.7344 3.4413 17.7193
44 O 9.9320 5.2774 19.1412
45 H 7.9874 4.0081 16.7230
46 H 9.1350 5.3849 16.3588
47 H 8.0545 5.5031 17.6522
48 H 8.9801 3.5385 18.9155
49 H 11.6139 3.2579 18.3352
50 H 11.1108 3.8628 16.7812
51 H 10.4030 2.4527 17.3765
52 H 10.0406 6.0890 18.6190
53 C 6.2231 2.8919 21.1436
54 C 6.2857 4.3377 20.7096
55 C 4.9368 5.0599 20.6893
56 O 7.2244 5.0360 21.5797
57 H 7.0528 2.3156 20.7365
58 H 5.3611 2.3812 20.6989
59 H 6.1366 2.7344 22.2197
60 H 6.7338 4.3661 19.7143
61 H 4.3938 4.8089 21.6046
62 H 4.3116 4.6957 19.8782
63 H 5.1730 6.1211 20.6399
64 H 6.8543 4.9926 22.4718
65 C 13.6503 6.7085 20.7971
66 C 12.6403 5.8199 21.5039
67 C 12.8692 5.7006 23.0071
68 O 11.3070 6.3881 21.3321
69 H 13.2885 6.8756 19.7801
70 H 14.6058 6.1949 20.7165
71 H 13.7220 7.6909 21.2684
72 H 12.6837 4.8657 20.9781
73 H 13.9440 5.5585 23.1905
74 H 12.4580 4.8424 23.5362
75 H 12.6022 6.6244 23.5190
76 H 11.4279 7.3333 21.5041

Charge: +1
Spin multiplicity: 1

Taken from the Löwdin analysis, the atomic charges in e are: 1.420, -0.472, -0.064, -0.266, -0.565, 0.159, 0.107, 0.158, -0.262, -0.062, 0.065, 0.058, 0.077, 0.122, 0.115, 0.147, -0.028, -0.432, -0.041, -0.158, 0.057, 0.085, 0.087, 0.118, 0.095, 0.078, 0.086, 0.100, -0.036, -0.441, -0.049, -0.138, 0.087, 0.076, 0.091, 0.109, 0.061, 0.100, 0.099, 0.099, -0.031, -0.453, -0.046, -0.151, 0.095, 0.098, 0.066, 0.109, 0.067, 0.084, 0.090, 0.110, -0.040, -0.439, -0.024, -0.169, 0.059, 0.095, 0.092, 0.129, 0.090, 0.092, 0.075, 0.089, -0.035, -0.435, -0.041, -0.167, 0.090, 0.093, 0.095, 0.123, 0.092, 0.062, 0.085, 0.107



Number 1: calculated total energy -10133.76230 hartree, HOMO energy -8.951 eV. Number 2: calculated total energy -309.70154 hartree, HOMO energy -9.186 eV. Number 3: calculated total energy -1745.31967 hartree, HOMO energy -11.044 eV.